(1)
The following is a quantum chemistry calculation of a cluster of 2 separate species, C36H44BNO4S in total at a distorted geometry, from the Open Molecules 2025 dataset.

XYZ file:
```
87
Properties=species:S:1:pos:R:3:lowdin_charge:R:1
S 5.81438 0.11567 1.22958 1.0514
O -3.15336 3.87882 -4.65129 -0.0593
O 2.92919 0.79949 1.52247 0.0131
O -6.27203 -3.94709 4.52537 -0.0641
O 2.12558 -1.42865 1.05035 0.0562
N 1.95584 1.08683 -4.96237 -0.2216
C 2.70487 0.05518 -0.96962 -0.0880
C -3.18404 0.56884 0.92508 -0.0499
C -1.99647 3.32032 -1.26682 0.0105
C 8.42998 -1.00401 1.24056 -0.1382
C -3.96827 3.21265 -5.64576 -0.0459
C 6.33980 -2.29538 0.50553 -0.1496
C -4.82164 -2.09818 4.75496 0.0190
C -3.10093 3.32952 -3.41210 -0.2345
C -7.10922 -4.80687 3.71865 -0.0454
C 1.32885 2.32810 -5.35204 -0.0805
C -5.78947 -2.57855 2.55027 0.0055
C -4.12868 -0.78990 2.80163 -0.2052
C 4.48945 -0.85225 0.65518 -0.3859
C 2.22186 0.75926 -3.66143 -0.2505
C -2.56810 2.05615 -0.94125 -0.1899
C -2.24373 3.94811 -2.46459 0.0245
C 2.46521 -0.58956 -3.28647 -0.0305
C 2.71365 -0.92805 -1.95481 -0.0373
C 2.22167 0.18860 -6.06113 -0.0790
C 2.51708 1.38812 -1.31551 -0.0551
C 0.41020 -1.68617 2.69637 -0.0175
C -5.66133 -2.89141 3.92915 -0.2345
C -3.78787 2.13905 -3.06639 0.0033
C 0.57381 1.07783 1.70219 -0.0410
C -2.27035 1.43920 0.31727 0.0692
C -3.26839 0.22347 2.27272 0.0429
C 2.13892 1.16859 3.72667 -0.0112
C 2.26907 1.74620 -2.64132 -0.0430
C -3.52619 1.52905 -1.85365 0.0068
C -4.10723 -1.06478 4.20193 -0.0027
C 1.79370 -1.10683 2.39164 -0.4673
C 6.98262 -1.17343 0.97823 -0.6053
C 4.92242 -2.11270 0.32895 -0.1507
C -5.04713 -1.53925 2.01176 0.0079
C 2.88763 -1.61989 3.31836 -0.0123
C 1.83058 0.53574 2.37540 -0.4672
B 2.93747 -0.32214 0.62680 -0.9563
H 2.71281 0.74397 -6.86819 0.0830
H 2.05374 2.99047 -5.84290 0.0867
H 1.28732 -0.22934 -6.45825 0.0842
H 8.91855 -1.94385 0.97215 0.0696
H -4.74530 -2.36716 5.80661 0.1294
H -7.96004 -4.24864 3.30724 0.0986
H 2.58604 2.16901 -0.55733 0.1070
H 0.35107 0.50919 0.78397 0.1004
H 1.33503 0.96074 4.44371 0.0808
H 2.92630 -1.96831 -1.70452 0.1066
H -3.81927 3.80398 -6.54890 0.0976
H -1.38531 3.81617 -0.51394 0.1302
H -3.93400 0.12377 0.27383 0.0867
H -2.66707 0.77204 3.00396 0.1316
H -3.48604 -0.44450 4.84913 0.1262
H 0.06881 -1.39419 3.69860 0.0787
H 3.84348 -1.12055 3.08823 0.0834
H 0.89088 2.84698 -4.49769 0.0641
H -1.81232 4.91873 -2.71187 0.1315
H 0.72684 2.12729 1.42137 0.0969
H -4.09336 0.63733 -1.60275 0.1109
H 0.53572 2.11471 -6.07940 0.0754
H -4.52694 1.71030 -3.75545 0.1130
H -6.53066 -5.26387 2.90561 0.1000
H -1.42367 1.83823 0.87308 0.0894
H 2.87362 -0.62432 -5.74585 0.0708
H 2.44040 -1.37340 -4.04111 0.0827
H -6.44383 -3.18457 1.91556 0.1114
H -0.33173 -1.34758 1.96080 0.0666
H -0.30518 1.01780 2.35459 0.0597
H 4.27912 -2.89126 -0.05524 0.0962
H 2.62077 -1.43456 4.36760 0.0823
H 3.08882 0.78072 4.11890 0.0852
H 2.14386 2.79766 -2.89013 0.0823
H 2.23548 2.25442 3.60981 0.0869
H -7.45482 -5.56853 4.41794 0.0978
H -3.63926 2.17612 -5.80668 0.1016
H 8.84808 -0.19707 0.62619 0.0690
H 8.63364 -0.78740 2.29654 0.0681
H -5.02574 3.22375 -5.34881 0.0979
H 0.46019 -2.77997 2.65736 0.0859
H 6.87052 -3.22048 0.30083 0.0931
H 3.02141 -2.69814 3.16908 0.0974
H -5.16743 -1.30538 0.95578 0.1122
```

HOMO-LUMO gap ... 2.27 eV


(2)
The following is a quantum chemistry calculation of a structure of composition C36H44CoN4P2Si2 at a distorted geometry, from the Open Molecules 2025 dataset.

XYZ file:
```
89
Properties=species:S:1:pos:R:3:lowdin_spin:R:1
Co 14.45586 12.42889 11.27340 2.7125
P 15.17981 15.13946 10.93148 0.0928
P 12.41271 14.40651 10.17025 0.1104
Si 11.44025 12.85767 12.54766 0.0106
Si 16.80989 13.47846 8.93576 0.0128
N 14.69313 10.24122 11.17019 0.0258
N 15.79444 13.71158 10.41525 0.1359
N 15.53734 6.16598 10.96668 0.0014
N 12.57635 13.15447 11.24331 0.0633
C 12.16176 11.33670 13.45929 0.0043
C 14.79686 14.84548 12.70237 0.0211
C 12.38831 14.14906 7.38910 0.0043
C 17.23103 18.49641 9.94860 -0.0004
C 8.65229 15.82487 10.58653 0.0017
C 11.92073 12.16726 6.11973 0.0015
C 16.07996 8.38632 11.83808 0.0009
C 14.24533 15.45779 15.00464 0.0079
C 15.19864 13.36759 14.58726 0.0062
C 9.78226 15.09318 10.23550 0.0042
C 16.88996 11.67143 8.63899 0.0015
C 11.61299 11.51344 7.31676 0.0023
C 15.23946 13.64349 13.25773 0.0126
C 11.17601 16.54854 11.56361 0.0152
C 14.03050 7.95511 10.64390 0.0008
C 12.28475 13.49436 6.16226 0.0008
C 14.22995 15.74110 13.64442 0.0026
C 10.02293 17.25983 12.02939 0.0005
C 8.78224 16.81857 11.57351 0.0016
C 14.80231 14.26391 15.49499 0.0009
C 9.73322 12.48887 12.01426 0.0023
C 16.22045 16.62453 10.99306 0.0052
C 18.33893 17.39202 11.88127 -0.0001
C 11.28866 14.09762 13.91764 0.0012
C 18.26489 18.39357 10.87832 0.0046
C 11.02751 15.48411 10.66607 0.0304
C 15.24208 7.46916 11.15059 0.0014
C 16.15309 17.60656 9.97268 0.0054
C 11.61178 12.24233 8.54940 0.0038
C 13.76118 15.51675 9.89714 0.6267
C 16.15350 14.34064 7.35358 0.0028
C 18.57480 14.12084 9.20115 0.0040
C 15.77378 9.72680 11.73423 0.0045
C 17.29656 16.50209 11.91963 0.0031
C 13.81183 9.31067 10.68365 0.0042
C 12.02094 13.57613 8.55512 0.0202
H 17.29822 11.12722 9.48323 0.0001
H 13.70896 16.02414 15.74848 0.0004
H 16.46523 10.35521 12.28274 0.0007
H 15.89352 12.93234 12.71671 0.0061
H 7.86358 17.26314 11.97734 0.0001
H 16.66249 13.98322 6.40884 0.0000
H 12.90444 9.79582 10.30332 0.0004
H 12.26744 10.48173 12.83315 0.0000
H 17.40597 15.62762 12.55999 0.0003
H 12.11908 13.89950 14.59946 0.0000
H 19.12408 13.58366 9.96340 0.0001
H 16.29073 15.41933 7.45621 0.0002
H 10.39920 13.80851 14.46019 0.0002
H 9.71419 11.89112 11.11816 0.0000
H 12.15560 16.81216 11.89281 0.0091
H 12.58128 14.01088 5.25384 0.0001
H 15.02137 14.26799 7.20684 0.0018
H 17.31074 19.24760 9.18323 -0.0001
H 11.30613 11.75658 9.50797 0.0003
H 17.55743 11.39310 7.82497 0.0002
H 11.33062 15.17821 13.77974 0.0000
H 9.16345 13.39800 11.86158 0.0000
H 19.11146 17.32456 12.62144 -0.0001
H 15.12483 5.69632 10.15921 0.0001
H 9.23505 11.97931 12.82327 0.0003
H 16.46778 5.86244 11.27339 0.0000
H 15.57731 12.41976 14.94973 0.0003
H 13.73398 16.63728 13.31348 0.0007
H 7.64400 15.55849 10.25658 0.0002
H 16.96730 8.05230 12.33922 0.0001
H 13.33470 7.35229 10.12455 0.0001
H 15.27788 17.65946 9.34747 0.0001
H 15.89136 11.33202 8.33910 0.0001
H 12.89011 15.08630 7.37126 -0.0002
H 18.61022 15.14727 9.53982 0.0000
H 12.06302 11.58332 5.20063 0.0001
H 19.01228 14.05653 8.18568 0.0005
H 13.16016 11.52239 13.90036 0.0008
H 10.10423 18.04229 12.78726 0.0000
H 14.91702 14.11042 16.57428 0.0000
H 19.08088 19.10731 10.75835 0.0003
H 11.30618 10.46536 7.32544 0.0002
H 11.52090 11.03332 14.26230 0.0006
H 9.69462 14.29109 9.55464 0.0001
```

Charge ... +1
Relative energy (zero: lowest compared OMol25 entry of this formula, charge and spin) ... 0.4956 eV
HOMO-LUMO gap (spin up / spin down) ... 8.36 / 7.31 eV
Spin multiplicity ... 5


(3)
The following is a quantum chemistry calculation of a structure of composition C36H45BIrN9OTe, from the Open Molecules 2025 dataset.

XYZ file:
```
94
Properties=species:S:1:pos:R:3:lowdin_charge:R:1
Ir 0.39750 0.60315 -0.72160 1.2877
Te -0.37493 -1.24096 1.18992 1.8338
O 0.43554 -1.95171 -2.80603 0.0860
N 0.31984 3.74245 -4.10114 -0.0135
N -1.08109 0.83396 -2.02122 -0.0530
N -0.93471 1.74516 -3.02808 0.0692
N 0.37524 -1.47384 -0.63825 -0.4236
N -0.70422 3.96812 -4.96775 0.1184
N 1.74680 0.86406 -2.14453 -0.0714
N 0.38322 2.62741 -0.51355 -0.0954
N 1.53646 1.78915 -3.10476 0.0494
N 0.30642 3.39019 -1.62663 0.0339
C -1.94690 -2.23583 2.17435 -0.3129
C 2.86765 0.18187 -2.42938 -0.2881
C 1.32623 4.63719 -4.31645 -0.0978
C 2.51239 1.68812 -4.01205 0.0017
C 0.30501 4.75932 0.10330 0.0237
C -1.22354 5.50698 -6.80341 -0.0215
C 0.94845 5.44938 -5.34689 0.0020
C 0.25106 4.67958 -1.27472 -0.0054
C -0.33615 4.98655 -5.72209 -0.3290
C 0.19570 -2.36461 -1.69755 -0.6689
C -2.78951 0.60838 -3.41177 0.0307
C 1.24528 -0.55567 3.56438 -0.3048
C -1.73204 -3.54770 2.64440 -0.2732
C 3.40130 -0.91894 -1.58026 -0.0139
C 2.46937 -2.13035 2.13178 -0.2832
C -4.08435 -2.14350 3.20419 0.0123
C 2.57259 -3.18813 1.06857 -0.0433
C 3.56608 -1.08731 4.04699 -0.2280
C -1.96074 1.61466 -3.87197 0.0046
C -2.74431 -4.11552 3.39544 0.0184
C -0.04536 0.07196 4.02151 -0.0639
C 0.38419 3.44319 0.55142 -0.3066
C -3.38936 -0.07862 2.03742 -0.0691
C -3.93032 -3.43527 3.68045 -0.2207
C 3.57741 -1.94636 2.95957 0.0120
C 3.38570 0.69314 -3.61396 0.0337
C -0.25385 -3.77393 -1.42443 0.0121
C 4.77678 -0.90425 4.91172 -0.0227
C 2.37818 -0.41681 4.34499 0.0113
C -2.20471 0.13004 -2.25023 -0.2840
C -3.10988 -1.50402 2.44136 -0.2921
C -0.47500 -4.32837 2.39488 -0.0337
C 0.42535 2.92430 1.94457 -0.0201
C -2.75480 -0.93303 -1.36448 -0.0062
C -5.00116 -4.09734 4.49286 -0.0191
C 1.33082 -1.37430 2.41982 -0.3267
B 0.28563 2.71064 -3.02451 -0.6312
H 0.28511 5.65028 0.70739 0.1224
H 1.72932 -3.20016 0.39269 0.0181
H -2.24014 -1.88052 -1.49259 0.0594
H 0.63000 3.73458 2.64056 0.0985
H -2.72209 -0.63362 -0.31629 0.0186
H -0.77013 6.36747 -7.29055 0.0812
H -2.02833 2.27758 -4.71925 0.1171
H -0.23004 -4.36596 1.33580 0.0491
H 2.85303 -1.84241 -1.76987 0.0727
H -4.23900 -0.03682 1.35410 0.1013
H -5.86000 -3.44516 4.63456 0.0864
H 5.09746 0.13871 4.90444 0.0961
H 0.17654 5.45252 -2.02241 0.1399
H 4.28346 0.37072 -4.11306 0.1262
H 1.19796 2.16278 2.07521 0.0739
H -5.33929 -5.01174 4.00294 0.0990
H -1.33960 -3.81205 -1.31070 0.0926
H 0.19375 -4.18260 -0.52466 0.0459
H 1.50563 6.26340 -5.77920 0.1134
H -0.72662 -0.69161 4.40595 0.0972
H 2.52741 2.33269 -4.87555 0.1399
H -3.80023 -1.09424 -1.61736 0.1085
H -0.56679 0.61521 3.23116 0.0193
H 0.37422 -3.89859 2.92969 0.0858
H 2.33131 0.21319 5.22649 0.1352
H 4.47239 -2.52081 2.74619 0.1354
H 3.33684 -0.67844 -0.51712 0.0728
H -0.59483 -5.35432 2.73520 0.1006
H 2.63801 -4.16542 1.55190 0.1071
H -2.55453 0.43137 1.56254 0.0159
H 4.55253 -1.16645 5.94652 0.0970
H 3.48024 -3.06002 0.47856 0.0919
H 0.14017 0.78240 4.82477 0.1003
H 4.44668 -1.08999 -1.82722 0.0998
H -0.54293 2.49738 2.21237 0.0710
H 2.22519 4.63216 -3.71702 0.1329
H -3.65789 0.50205 2.92041 0.1033
H 5.60711 -1.52042 4.57358 0.0855
H 0.01574 -4.39311 -2.27591 0.1063
H -4.61562 -4.37981 5.47364 0.0987
H -2.18880 5.80945 -6.39850 0.0829
H -1.40151 4.74147 -7.55848 0.0836
H -2.60780 -5.12341 3.77002 0.1366
H -3.71083 0.26753 -3.85203 0.1262
H -4.99242 -1.59780 3.43489 0.1367
```

Charge ... +2
Relative energy (zero: lowest compared OMol25 entry of this formula, charge and spin) ... 0.0000 eV
HOMO-LUMO gap ... 6.51 eV


(4)
The following is a quantum chemistry calculation of a structure of composition C36H45Br2InN6O2Si, from the Open Molecules 2025 dataset.

XYZ file:
```
93
Properties=species:S:1:pos:R:3:lowdin_charge:R:1
In -0.57423 0.72407 0.11993 0.7932
Br 1.14094 5.49536 0.10817 0.7721
Br 1.65320 5.58728 5.72479 0.7370
Si -0.69341 -1.89939 0.71262 0.6697
O 0.60673 2.58488 0.58218 -0.2205
O -1.33925 3.16660 -1.93579 0.0255
N 0.83362 1.10138 -1.80967 0.0854
N 0.50733 1.17438 2.96174 0.1241
N -1.75785 0.29401 -2.11270 0.0796
N 2.37214 -0.32140 0.53087 0.2057
N -3.22224 4.39578 -1.81717 0.1623
N 4.69768 -1.21221 0.39314 -0.2003
C 1.27227 0.67642 -4.14096 -0.1374
C 0.80297 3.18769 1.69945 -0.4175
C 0.52692 0.51285 4.09506 -0.1358
C 1.02266 2.45272 5.39071 -0.0418
C -0.94115 0.22086 -3.18033 -0.1533
C 1.32237 5.25376 2.94295 -0.1841
C -2.61204 -1.36974 2.72336 -0.1039
C 0.78047 1.11343 5.33992 -0.0479
C -1.33919 -3.36427 -1.73144 -0.0933
C 1.08371 4.55380 1.75680 -0.5936
C 0.77162 2.50912 2.98521 -0.1266
C -0.26137 -3.20634 -0.65000 -0.6355
C -1.39489 -0.16586 -4.44879 -0.1368
C 5.33173 -1.74702 1.59636 -0.0380
C -2.33481 1.96780 0.72505 -0.2425
C -2.24009 3.63223 -1.25431 -0.5372
C -0.47398 -0.23688 -5.54958 -0.0192
C 0.80235 0.16610 -5.40153 -0.0177
C 0.43502 0.64959 -3.02038 -0.1471
C -3.54238 -1.81162 0.46982 -0.1059
C 2.89402 1.80854 -2.78396 -0.0262
C -2.76802 -0.43188 -4.59395 -0.0012
C 1.04415 -2.72709 -1.31320 -0.1129
C -0.00138 -4.59417 -0.04453 -0.1010
C -2.32827 3.43484 0.24417 -0.1935
C -2.64966 -3.70035 1.84495 -0.1012
C 2.53976 1.26578 -3.99159 -0.0008
C -2.44576 -2.22876 1.46057 -0.6535
C -3.60259 -0.27284 -3.52054 -0.0253
C 3.46182 -0.71906 0.46898 -0.2475
C 2.01073 1.69477 -1.70052 -0.1039
C 0.56155 -2.26579 2.10025 -0.2176
C 1.03510 3.20804 4.19601 -0.1893
C -3.04515 0.08574 -2.28702 -0.1170
C 1.29922 4.59661 4.13745 -0.6354
C 5.55590 -0.84722 -0.72903 -0.0395
H 0.08881 -2.72314 2.98046 0.0318
H -4.66929 -0.43684 -3.60517 0.1113
H 1.21612 2.94894 6.33248 0.0735
H -1.82696 -4.08042 2.46539 0.0772
H -2.28441 1.97517 1.81582 0.0322
H 2.25865 2.08768 -0.72392 0.0996
H 1.35976 -3.44014 -2.09050 0.0855
H -1.68147 -2.40615 -2.11923 0.0529
H -3.15035 -0.73695 -5.56224 0.1199
H -3.20570 3.96987 0.61894 0.1016
H 4.56815 -2.00798 2.32287 0.0918
H 0.33414 -0.54905 4.03962 0.0798
H 3.83615 2.32368 -2.65056 0.1108
H 0.77238 -4.57556 0.73131 0.0660
H 1.35396 -2.94028 1.75784 0.0151
H -3.26826 1.46668 0.44336 0.0231
H 1.85713 -2.64166 -0.58098 0.0542
H -0.90483 -5.02389 0.39619 0.0576
H -3.16280 4.62348 -2.79307 0.1011
H 4.94260 -0.52311 -1.56503 0.0824
H -0.84143 -0.59559 -6.50560 0.1162
H -3.58108 -3.81166 2.41931 0.0851
H 5.89510 -2.64389 1.34081 0.0872
H -0.93791 -3.94377 -2.57765 0.0866
H -1.99542 -1.75208 3.54338 0.0725
H 1.03759 -1.32997 2.40455 -0.0302
H -1.44329 3.93878 0.64530 0.0823
H -3.92336 4.84009 -1.25644 0.0896
H -2.34547 -0.32086 2.55028 0.0533
H 6.01338 -1.01924 2.04410 0.0899
H -2.72974 -4.34276 0.95983 0.0634
H -3.50923 -2.40032 -0.45437 0.0660
H 3.20518 1.31318 -4.84820 0.1194
H 6.13815 -1.71551 -1.03516 0.0875
H 1.53000 6.31461 2.90848 0.0922
H 0.77691 0.50852 6.23716 0.1036
H -3.67464 0.18283 -1.40809 0.0947
H 1.49225 0.14714 -6.23951 0.1162
H 0.92347 -1.74499 -1.78060 0.0530
H -2.20994 -3.90816 -1.34887 0.0705
H -4.53611 -1.94956 0.92068 0.0907
H 6.24409 -0.04100 -0.46036 0.0904
H 0.33931 -5.27606 -0.83659 0.0853
H -3.65814 -1.39937 3.06057 0.0871
H -3.44171 -0.75326 0.20984 0.0275
```

Relative energy (zero: lowest compared OMol25 entry of this formula, charge and spin) ... 1.8022 eV
HOMO-LUMO gap ... 6.57 eV